A structure of composition C24H46NO6SSi4Ti, computed with wB97M-V/def2-TZVPD.

Geometry as ORCA input:
```
! wB97M-V def2-TZVPD RIJCOSX def2/J DEFGRID3
* xyz -2 2
Ti 0.02311 -0.00827 0.25758
S 2.43103 1.26392 -1.58753
Si -1.52924 2.96914 -0.56738
Si -3.08587 0.48632 0.13932
Si -1.76710 0.60405 -2.60392
Si 3.17523 -2.09174 -1.34777
O -0.00634 1.35072 4.09355
O 0.46737 0.37911 2.14078
O 1.30171 -2.83089 1.81719
O -2.53307 0.49258 1.70308
O -1.23417 -1.67165 3.37449
O -0.32476 -1.92770 0.46594
N 2.64221 -1.00233 -0.05624
C 0.09200 3.79401 -1.02585
C -1.65894 1.12488 -0.83014
C -2.81772 3.96004 -1.56102
C -0.96839 -2.86841 2.61869
C -3.61426 -1.28460 -0.24006
C 5.28125 0.02438 3.08300
C 1.71752 0.05981 -0.54617
C 4.34377 0.93903 2.61366
C 5.33671 -1.22762 2.49116
C 2.07617 -1.99421 -2.85121
C 4.47565 -1.55694 1.45415
C -3.49227 0.89706 -3.36686
C -4.72139 1.44707 0.10407
C -1.50239 -1.25719 -2.84593
C -0.03279 -2.73982 1.46965
C 3.05708 -3.89776 -0.80194
C 4.94723 -1.72236 -1.86705
C 3.48972 0.62468 1.57186
C -0.59815 1.51336 -3.75537
C -0.11812 -1.03430 3.97486
C -1.78137 3.45936 1.24135
C 3.54001 -0.63653 0.96522
C 0.11797 0.36234 3.37668
C -3.29224 0.51617 2.87977
H 4.26883 1.91963 3.06923
H 0.79347 -1.62568 3.84444
H 2.38894 -2.76901 -3.56007
H 2.15190 -1.01048 -3.31457
H -5.47432 0.92168 0.69898
H -0.67331 1.09028 -4.76262
H -2.81410 4.99790 -1.21343
H 2.01252 -4.15799 -0.61946
H 5.69931 -2.16848 -1.21484
H 0.43293 1.42123 -3.40140
H -3.71628 -0.46937 3.10069
H -0.59483 -3.64872 3.29463
H 0.43242 3.55516 -2.03258
H -4.62692 2.46083 0.49389
H -0.05040 4.87810 -0.94264
H -1.58523 4.53334 1.33173
H 0.89957 3.49611 -0.35565
H -0.84496 2.57668 -3.81887
H -2.78999 3.27314 1.61205
H -0.32914 -0.90717 5.04004
H -0.87944 -1.69826 -2.06656
H -1.08707 2.93140 1.89896
H -5.09572 1.51308 -0.92018
H -4.18341 -1.36673 -1.16897
H 2.76835 1.34487 1.21571
H 5.94309 0.28015 3.90226
H -4.10788 1.24764 2.81470
H -3.83210 3.57362 -1.46363
H 5.08058 -0.63886 -1.87098
H -2.75001 -1.94732 -0.28760
H 1.03619 -2.16825 -2.58769
H -3.77447 1.95116 -3.36326
H -4.27198 0.33363 -2.84779
H -2.63997 0.79759 3.70639
H 4.52394 -2.55184 1.03228
H -3.47704 0.55676 -4.40790
H 3.42976 -4.53725 -1.60950
H -2.55980 3.96898 -2.62335
H -4.25916 -1.62910 0.57555
H 5.11105 -2.08932 -2.88441
H -1.02359 -1.44718 -3.80969
H 1.78560 -2.26374 1.18190
H 6.04553 -1.96906 2.84385
H 3.61300 -4.13865 0.10365
H -2.46052 -1.78259 -2.83685
H -1.95251 -3.15364 2.24195
*
```

Electronic energy: -3854.1626 Eh
HOMO-LUMO gap (spin up / spin down): 0.1686 / 0.1712 hartree
HOMO level (spin up / spin down): 0.01 / -0.07 eV

Just the Mulliken charges please, in e? Sure, here they are:
1 Ti -0.92
2 S -0.47
3 Si 0.52
4 Si -0.19
5 Si 0.30
6 Si 0.85
7 O -0.78
8 O 0.25
9 O -0.54
10 O -0.12
11 O -0.32
12 O -0.28
13 N -0.37
14 C -1.13
15 C 1.74
16 C -1.16
17 C -0.70
18 C -0.84
19 C -0.59
20 C 0.78
21 C -0.76
22 C -0.81
23 C -0.95
24 C -0.10
25 C -1.12
26 C -1.16
27 C -0.48
28 C -0.57
29 C -1.25
30 C -1.21
31 C -0.71
32 C -0.96
33 C -0.39
34 C -0.96
35 C 1.33
36 C 0.28
37 C -1.16
38 H 0.39
39 H 0.34
40 H 0.44
41 H 0.24
42 H 0.33
43 H 0.37
44 H 0.37
45 H 0.23
46 H 0.33
47 H 0.10
48 H 0.23
49 H 0.37
50 H 0.34
51 H 0.31
52 H 0.36
53 H 0.43
54 H 0.23
55 H 0.24
56 H 0.16
57 H 0.33
58 H -0.43
59 H 0.15
60 H 0.36
61 H 0.29
62 H 0.39
63 H 0.34
64 H 0.40
65 H 0.31
66 H 0.25
67 H 0.03
68 H 0.01
69 H 0.25
70 H 0.26
71 H 0.21
72 H 0.03
73 H 0.39
74 H 0.41
75 H 0.27
76 H 0.38
77 H 0.39
78 H 0.48
79 H 0.15
80 H 0.39
81 H 0.38
82 H 0.38
83 H 0.35